The following is a quantum chemistry calculation of a molecular structure, C25H46I2N4O14S, from the Open Molecules 2025 dataset.

Atoms and positions in Å:
C (-4.314, 3.284, 5.407)
C (-4.155, 3.571, 3.943)
O (-4.280, 4.676, 3.487)
O (-3.903, 2.435, 3.188)
C (-3.427, 2.633, 1.907)
O (-4.055, 3.185, 1.034)
C (-2.066, 2.028, 1.595)
C (-0.967, 3.103, 1.425)
O (-1.343, 4.190, 2.341)
S (-0.627, 3.987, 3.743)
O (0.257, 5.062, 4.005)
O (-1.485, 3.674, 4.828)
O (0.068, 2.565, 3.355)
C (0.399, 2.721, 1.984)
C (0.914, 1.477, 1.231)
O (0.234, 0.291, 1.546)
C (0.743, -0.358, 2.673)
O (-0.311, -1.137, 3.148)
C (0.089, -2.019, 4.193)
C (-0.472, -1.525, 5.516)
O (0.372, -0.520, 6.090)
C (1.474, 3.790, 1.704)
I (1.025, 5.270, 0.245)
C (2.652, 3.866, 2.312)
C (3.681, 4.915, 2.068)
I (3.269, 2.478, 3.789)
H (-5.322, 2.952, 5.626)
H (-3.647, 2.482, 5.696)
H (-4.041, 4.185, 5.933)
H (-2.209, 1.562, 0.626)
H (-1.799, 1.224, 2.269)
H (-0.974, 3.358, 0.379)
H (0.706, 1.673, 0.182)
H (1.993, 1.381, 1.298)
H (1.591, -0.989, 2.373)
H (1.083, 0.334, 3.445)
H (1.169, -2.152, 4.239)
H (-0.360, -2.983, 3.967)
H (-1.416, -1.038, 5.301)
H (-0.597, -2.339, 6.224)
H (1.185, -0.469, 5.593)
H (4.662, 4.576, 2.387)
H (3.756, 5.168, 1.019)
H (3.455, 5.803, 2.651)
C (6.582, 3.540, 4.664)
O (6.978, 3.942, 3.586)
N (7.068, 3.930, 5.855)
C (6.544, 3.415, 7.105)
C (8.151, 4.899, 5.884)
H (5.759, 2.809, 4.740)
H (6.153, 4.235, 7.710)
H (7.337, 2.911, 7.661)
H (5.742, 2.706, 6.913)
H (7.837, 5.821, 5.395)
H (9.014, 4.505, 5.346)
H (8.429, 5.109, 6.913)
C (-1.374, -4.307, -1.198)
O (-0.579, -4.948, -0.535)
N (-1.494, -2.965, -1.157)
C (-2.462, -2.259, -1.969)
C (-0.624, -2.212, -0.268)
H (-2.075, -4.785, -1.900)
H (-1.951, -1.556, -2.633)
H (-3.152, -1.704, -1.329)
H (-3.031, -2.966, -2.569)
H (0.419, -2.394, -0.535)
H (-0.777, -2.538, 0.760)
H (-0.839, -1.151, -0.345)
C (-3.091, -4.874, -4.651)
O (-3.509, -5.446, -3.661)
N (-2.088, -5.316, -5.422)
C (-1.632, -4.589, -6.594)
C (-1.437, -6.568, -5.069)
H (-3.516, -3.917, -5.001)
H (-1.740, -5.210, -7.483)
H (-0.579, -4.322, -6.473)
H (-2.215, -3.679, -6.723)
H (-2.167, -7.377, -5.069)
H (-1.009, -6.495, -4.069)
H (-0.651, -6.787, -5.787)
C (-2.155, -4.648, -10.670)
O (-1.387, -5.287, -9.977)
N (-2.254, -3.306, -10.680)
C (-3.196, -2.610, -11.534)
C (-1.385, -2.533, -9.809)
H (-2.852, -5.136, -11.372)
H (-2.661, -1.943, -12.212)
H (-3.885, -2.021, -10.926)
H (-3.769, -3.324, -12.122)
H (-0.341, -2.737, -10.049)
H (-1.556, -2.813, -8.770)
H (-1.587, -1.473, -9.936)

Computed properties:
* frontier orbital gap: 8.457 eV
* highest occupied orbital energy: -8.98 eV
* strongest force on any atom: 2.164 eV Å⁻¹
* net charge: 0